(1)
# C23H35BBr6INO5

4 unconnected molecules or ions with the total composition C23H35BBr6INO5 (wB97M-V/def2-TZVPD, OMol25).

Last column: Mulliken charge in e.
Positions of all 72 atoms, in Å:
C (5.9576, 1.4482, 2.5613)  -1.345
C (4.5059, 0.9210, 2.5390)  -0.496
C (3.8822, 1.1100, 1.1517)  -1.730
C (2.3788, 0.9733, 1.1247)  0.521
C (1.7746, -0.3104, 0.9925)  0.594
C (2.6740, -1.5253, 0.9358)  -1.848
B (2.9903, -2.0463, -0.5274)  0.331
O (2.2342, -3.0693, -1.0153)  -0.094
O (4.0169, -1.5222, -1.3052)  -0.594
C (0.3732, -0.4529, 0.9231)  1.028
C (-0.3081, -1.7782, 0.6910)  -1.478
C (-0.7388, -2.1152, -0.7827)  0.396
C (-2.2668, -2.1614, -0.9702)  -0.838
I (0.0730, -0.7154, -2.2261)  -0.012
C (-0.3759, 0.7194, 1.0590)  0.212
C (0.2099, 1.9686, 1.2002)  0.305
C (1.5968, 2.1361, 1.2269)  1.078
C (2.1361, 3.5389, 1.3759)  -1.886
C (2.1491, 4.0389, 2.8279)  -0.382
O (3.4433, 4.0203, 3.4205)  -0.575
C (-0.8527, 2.9904, 1.2832)  0.078
O (-0.7652, 4.1624, 1.4839)  -0.621
N (-2.1023, 2.3239, 1.1046)  -0.093
C (-1.8474, 0.9205, 1.0860)  -0.248
O (-2.7368, 0.1230, 1.1186)  -0.532
H (6.2996, 1.5912, 1.5379)  0.330
H (6.0399, 2.4159, 3.0484)  0.282
H (6.6440, 0.7422, 3.0148)  0.376
H (3.9165, 1.4148, 3.3050)  0.579
H (4.5570, -0.1301, 2.8046)  0.378
H (4.1778, 2.0832, 0.7757)  0.677
H (4.3195, 0.3928, 0.4655)  0.577
H (3.6126, -1.3052, 1.4229)  -0.045
H (2.2471, -2.3540, 1.4966)  0.371
H (2.2338, -3.0360, -1.9810)  0.239
H (4.8707, -1.9099, -1.0985)  0.305
H (-1.2257, -1.7843, 1.2664)  0.928
H (0.3168, -2.5816, 1.0662)  0.141
H (-0.3412, -3.0972, -1.0060)  0.054
H (-2.6058, -1.3913, -1.6534)  0.294
H (-2.7903, -1.9947, -0.0421)  0.260
H (-2.5577, -3.1178, -1.3946)  0.004
H (1.4552, 4.1900, 0.8421)  0.602
H (3.1138, 3.6806, 0.9287)  0.591
H (1.7988, 5.0662, 2.8436)  0.392
H (1.4572, 3.4505, 3.4290)  0.305
H (4.0047, 3.4442, 2.8991)  0.246
H (-2.6759, 2.5343, 1.9195)  0.321
Br (-6.0586, -0.4047, -0.8791)  -0.134
C (-5.8049, 0.6682, 0.7220)  -0.404
C (-7.1157, 1.0441, 1.3582)  -0.617
Br (-8.0238, 2.4570, 0.3766)  -0.157
H (-5.2189, 1.5324, 0.4261)  0.299
H (-5.2162, 0.0485, 1.3943)  0.238
H (-6.9502, 1.4440, 2.3561)  0.390
H (-7.8054, 0.2085, 1.4117)  0.398
Br (-3.2636, 4.6681, -5.2862)  -0.147
C (-1.9364, 3.2477, -5.2298)  -0.609
C (-2.4626, 2.0135, -4.5480)  -0.559
Br (-2.5312, 2.2237, -2.6190)  -0.059
H (-1.0639, 3.6556, -4.7305)  0.339
H (-1.6956, 3.0336, -6.2686)  0.383
H (-1.7956, 1.1707, -4.7235)  0.259
H (-3.4654, 1.7536, -4.8702)  0.376
Br (0.3276, -5.5719, -0.3966)  -0.062
C (-0.3148, -6.9578, -1.6053)  -0.600
C (-1.2778, -6.4210, -2.6294)  -0.609
Br (-3.0364, -6.1007, -1.8653)  -0.140
H (-0.7588, -7.7322, -0.9891)  0.362
H (0.5781, -7.3459, -2.0901)  0.349
H (-1.4349, -7.1531, -3.4180)  0.377
H (-0.9455, -5.4841, -3.0655)  0.349

For the energy relative to the best compared isomer or geometry (same formula, charge and spin), the calculation gives 0.0 kJ/mol. The LUMO energy comes out at -0.35 eV. As for the highest occupied orbital energy: -9.08 eV.


(2)
# C15H29ClNO2P2Ru

A molecular structure, C15H29ClNO2P2Ru (wB97M-V/def2-TZVPD, OMol25).

Last column: Mulliken spin population.
Positions of all 51 atoms, in Å:
C (1.1311, -0.2034, -4.2480)  0.227
C (1.7395, -0.1600, -2.7777)  0.122
H (1.8867, -0.2380, -5.0650)  0.004
H (0.4513, 0.6283, -4.5064)  -0.003
H (0.5548, -1.1281, -4.3798)  -0.002
O (2.9704, -0.1553, -2.7057)  0.661
Cl (-1.7279, -0.2099, -2.0492)  0.274
Ru (0.4318, -0.0280, -1.1350)  2.082
P (0.1339, 2.1780, -0.4817)  0.075
C (1.3127, 3.0209, 0.6407)  0.009
C (0.4692, 2.8941, -2.1153)  0.043
H (0.6765, 3.9586, -1.9734)  0.014
H (-1.4430, 4.0160, -0.1663)  0.004
H (-0.4308, 2.7426, -2.7188)  0.002
H (-2.2909, 2.4636, -0.4195)  -0.004
H (2.3324, 2.6681, 0.4569)  -0.003
H (1.3181, 2.3890, -2.5961)  -0.001
C (-1.4355, 2.9413, 0.0681)  0.018
H (1.2752, 4.1062, 0.4806)  0.005
H (-1.5448, 2.8315, 1.1533)  0.000
H (1.0556, 2.8104, 1.6850)  -0.003
P (0.3781, -2.1949, -0.1469)  0.122
C (1.6861, -2.7348, 1.0367)  0.008
C (-1.0601, -3.0936, 0.5497)  0.023
H (-0.0752, -2.9217, -2.3489)  0.002
H (0.9257, -4.1460, -1.4710)  0.014
H (1.6844, -2.6368, -2.1143)  -0.003
C (0.7792, -3.0818, -1.6816)  0.043
H (-1.9612, -2.8666, -0.0326)  -0.003
H (-0.8619, -4.1777, 0.5175)  0.005
H (1.6757, -3.8339, 1.1128)  0.006
H (1.4706, -2.2977, 2.0235)  -0.003
H (-1.2177, -2.7978, 1.5967)  0.000
H (2.6733, -2.3936, 0.6942)  -0.002
C (1.9886, 0.0982, -0.1631)  -0.058
O (3.0302, 0.1800, 0.3721)  0.049
C (-3.2459, -0.2620, 0.4694)  0.045
C (-2.1578, -0.0610, 1.4252)  0.355
C (-2.4909, 0.0703, 2.7902)  0.106
C (-1.3075, 0.2428, 3.4769)  0.112
C (-0.2556, 0.2278, 2.5385)  0.310
C (1.1302, 0.3846, 3.0143)  0.015
N (-0.7901, 0.0454, 1.2950)  0.197
H (-2.8763, -0.3542, -0.5662)  0.011
H (-3.9027, 0.6198, 0.5223)  0.033
H (-3.7585, -1.2026, 0.7246)  0.034
H (-3.4973, 0.0315, 3.1556)  0.000
H (-1.1852, 0.3611, 4.5296)  -0.001
H (1.1662, 1.3438, 3.5459)  0.026
H (1.2857, -0.4263, 3.7368)  0.025
H (1.9036, 0.3518, 2.2503)  0.006

The LUMO energy (spin up / spin down) comes out at -6.38 / -10.13 eV. As for the highest occupied orbital energy (spin up / spin down): -14.13 / -15.78 eV. The spin multiplicity is 6. The charge is +2.


| no. | electronic energy (eV) |
| --- | --- |
| 1 | -465182.26284 |
| 2 | -55273.65402 |